# 1
C3H4N2S | ωB97M-V/def2-TZVPD

Positions of all 10 atoms, in Å:
C  2.96  0.36  0.30
C  -0.96  -0.34  0.40
C  -1.21  0.02  -1.01
N  2.03  -0.17  -0.09
N  -0.69  0.93  -0.31
S  -0.06  2.39  -0.13
H  3.73  0.94  0.66
H  -1.82  -0.19  1.06
H  -0.15  -0.77  0.89
H  -1.18  -0.14  -2.09

Properties
ΔE to the lowest compared entry with this formula, charge and spin ... 3.148 eV
Charge ... 0
Multiplicity ... 3
HOMO energy (spin up / spin down) ... -5.91 / -8.70 eV
Kohn-Sham gap (spin up / spin down) ... 6.8 / 6.9 eV

---

# 2
C38H50BN8S | ωB97M-V/def2-TZVPD

Positions of all 98 atoms, in Å:
C  -5.10  -0.75  1.46
C  -3.96  -0.94  2.45
C  -2.56  -0.92  1.79
N  -2.48  -0.24  0.50
B  -1.80  1.14  0.51
C  -1.61  1.65  -1.07
C  -2.88  1.91  -1.79
N  -3.51  1.16  -2.61
C  -2.64  2.18  1.46
C  -1.91  3.49  1.80
C  -2.14  4.63  0.82
S  -3.92  4.99  0.63
H  -6.07  -0.89  1.96
H  -5.03  -1.45  0.63
H  -5.07  0.25  1.02
H  -4.02  -0.17  3.22
H  -4.08  -1.90  2.97
H  -1.86  -0.45  2.50
H  -2.21  -1.96  1.69
H  -2.04  -0.86  -0.17
H  -0.62  1.07  0.98
H  -1.01  2.57  -1.07
H  -1.04  0.88  -1.61
H  -3.37  2.87  -1.57
H  -2.98  0.29  -2.73
H  -2.87  1.67  2.40
H  -3.62  2.40  1.02
H  -0.83  3.28  1.80
H  -2.17  3.86  2.80
H  -1.66  5.55  1.18
H  -1.72  4.39  -0.16
H  -3.75  6.28  0.30
N  -0.38  -3.90  2.32
C  -0.18  -3.53  3.58
C  1.00  -2.95  4.04
C  2.00  -2.70  3.12
C  1.80  -3.07  1.80
C  0.60  -3.67  1.45
H  -1.01  -3.69  4.26
H  1.10  -2.67  5.08
H  2.92  -2.21  3.42
H  2.55  -2.87  1.04
H  0.41  -3.95  0.42
N  0.98  -0.86  -1.93
C  1.53  -0.06  -2.83
C  2.46  0.92  -2.52
C  2.82  1.10  -1.19
C  2.24  0.28  -0.24
C  1.32  -0.68  -0.66
H  1.23  -0.24  -3.86
H  2.89  1.53  -3.31
H  3.53  1.86  -0.91
H  2.47  0.38  0.81
H  0.84  -1.33  0.07
N  -0.62  -1.16  -5.21
C  -1.50  -0.79  -6.14
C  -1.76  -1.54  -7.28
C  -1.08  -2.73  -7.46
C  -0.17  -3.13  -6.49
C  0.02  -2.31  -5.39
H  -2.03  0.14  -5.95
H  -2.49  -1.19  -8.00
H  -1.26  -3.34  -8.34
H  0.38  -4.06  -6.59
H  0.71  -2.60  -4.60
N  4.82  -3.22  -1.67
C  3.99  -2.81  -2.63
C  3.86  -3.48  -3.84
C  4.61  -4.62  -4.06
C  5.46  -5.05  -3.07
C  5.53  -4.32  -1.89
H  3.41  -1.92  -2.44
H  3.17  -3.10  -4.59
H  4.52  -5.17  -5.00
H  6.07  -5.94  -3.19
H  6.19  -4.63  -1.09
N  7.84  -4.43  2.81
C  6.74  -4.26  2.09
C  5.46  -4.28  2.63
C  5.32  -4.49  3.99
C  6.46  -4.67  4.76
C  7.70  -4.63  4.12
H  6.88  -4.09  1.03
H  4.59  -4.13  2.00
H  4.34  -4.50  4.45
H  6.41  -4.83  5.82
H  8.61  -4.77  4.69
N  -3.64  8.99  3.49
C  -4.12  10.22  3.42
C  -5.28  10.56  2.73
C  -5.97  9.55  2.08
C  -5.48  8.26  2.14
C  -4.31  8.03  2.86
H  -3.56  10.99  3.94
H  -5.62  11.59  2.70
H  -6.88  9.77  1.52
H  -5.98  7.43  1.65
H  -3.91  7.02  2.92

Properties
ΔE to the lowest compared entry with this formula, charge and spin ... 0.000 eV
Charge ... -1
Multiplicity ... 1
HOMO energy ... -3.77 eV
Kohn-Sham gap ... 5.9 eV

---

# 3
C52H79N5O9 | ωB97M-V/def2-TZVPD

Positions of all 145 atoms, in Å:
N  3.34  -0.70  4.84
C  2.01  -0.56  4.63
C  1.47  0.28  3.63
C  2.36  0.90  2.79
C  3.75  0.76  2.94
C  4.22  -0.06  3.98
H  1.37  -1.12  5.29
H  0.43  0.35  3.34
H  2.13  1.50  1.93
H  4.42  1.36  2.34
H  5.29  -0.11  4.13
N  -4.21  0.67  1.40
C  -4.98  0.27  2.45
C  -4.67  -0.85  3.21
C  -3.51  -1.55  2.93
C  -2.72  -1.18  1.86
C  -3.11  -0.10  1.08
H  -5.82  0.89  2.70
H  -5.22  -1.09  4.10
H  -3.32  -2.39  3.58
H  -1.86  -1.78  1.58
H  -2.49  0.23  0.26
N  1.02  0.81  -5.11
C  0.97  0.91  -3.76
C  1.69  0.07  -2.88
C  2.51  -0.89  -3.53
C  2.54  -1.04  -4.90
C  1.83  -0.10  -5.64
H  0.31  1.68  -3.40
H  1.49  0.05  -1.82
H  3.06  -1.56  -2.88
H  3.19  -1.80  -5.32
H  1.87  -0.03  -6.71
N  -4.04  2.92  -2.67
C  -4.55  1.88  -3.41
C  -4.17  0.56  -3.15
C  -3.37  0.25  -2.01
C  -2.93  1.35  -1.23
C  -3.26  2.65  -1.61
H  -5.23  2.03  -4.23
H  -4.52  -0.22  -3.81
H  -3.18  -0.78  -1.76
H  -2.40  1.16  -0.32
H  -2.95  3.53  -1.07
N  4.17  -2.86  1.47
C  3.40  -3.63  0.69
C  2.07  -3.41  0.45
C  1.44  -2.39  1.16
C  2.18  -1.53  1.99
C  3.59  -1.79  2.14
H  3.82  -4.52  0.23
H  1.41  -4.00  -0.17
H  0.37  -2.26  1.11
H  1.68  -0.73  2.52
H  4.24  -1.28  2.82
C  2.65  -1.41  -0.94
C  4.00  -1.57  -1.57
O  4.57  -0.60  -2.12
C  4.52  -2.97  -1.54
H  2.82  -1.32  0.14
H  1.93  -2.22  -1.09
H  2.21  -0.50  -1.33
H  5.24  -3.11  -2.35
H  3.67  -3.63  -1.70
H  5.05  -3.21  -0.62
C  0.23  -1.30  3.22
C  -0.76  -2.48  3.01
O  -0.98  -3.03  1.94
C  -1.44  -3.02  4.22
H  -0.01  -0.90  4.20
H  0.23  -0.49  2.48
H  1.27  -1.64  3.21
H  -1.53  -4.10  4.17
H  -2.49  -2.73  4.19
H  -0.91  -2.75  5.14
C  -0.17  3.03  -1.64
C  -0.46  3.09  -3.11
O  0.47  3.08  -3.92
C  -1.93  3.08  -3.56
H  0.91  3.20  -1.54
H  -0.48  2.06  -1.27
H  -0.74  3.75  -1.05
H  -2.43  3.80  -2.92
H  -2.33  2.06  -3.52
H  -2.10  3.42  -4.59
C  -2.31  -3.36  0.63
C  -1.47  -2.24  -0.07
O  -1.91  -1.12  -0.17
C  -0.06  -2.56  -0.62
H  -1.79  -4.29  0.83
H  -3.11  -3.58  -0.08
H  -2.80  -3.01  1.54
H  -0.14  -3.30  -1.42
H  0.49  -3.02  0.19
H  0.39  -1.66  -1.05
C  3.83  1.58  -0.12
C  2.34  1.28  -0.03
O  1.95  0.52  0.80
C  1.43  2.01  -0.98
H  4.38  0.90  -0.77
H  4.29  1.46  0.86
H  4.00  2.60  -0.45
H  1.79  2.99  -1.29
H  0.42  2.05  -0.56
H  1.37  1.40  -1.89
C  -3.06  2.57  0.60
C  -2.46  2.89  1.93
O  -2.16  4.07  2.22
C  -2.18  1.80  2.92
H  -3.59  3.40  0.15
H  -3.71  1.70  0.68
H  -2.22  2.30  -0.04
H  -2.99  1.09  2.74
H  -2.20  2.30  3.88
H  -1.21  1.30  2.86
C  -1.70  -0.84  -2.61
C  -0.68  -1.74  -3.23
O  -0.03  -2.57  -2.56
C  -0.51  -1.54  -4.69
H  -2.65  -0.78  -3.14
H  -1.38  0.19  -2.41
H  -1.90  -1.22  -1.61
H  0.06  -0.61  -4.79
H  -1.47  -1.40  -5.19
H  0.02  -2.40  -5.09
C  1.98  2.97  2.13
C  0.45  3.00  2.12
O  -0.12  2.68  3.16
C  -0.34  3.42  0.84
H  2.35  2.61  3.09
H  2.41  3.97  2.01
H  2.35  2.34  1.33
H  -1.42  3.30  0.91
H  0.14  2.93  0.00
H  -0.13  4.48  0.73
C  -0.39  -0.19  1.45
C  -0.55  0.62  0.22
O  -1.10  1.71  0.28
C  -0.02  0.01  -1.07
H  0.52  0.29  1.82
H  -0.29  -1.27  1.32
H  -1.24  0.00  2.10
H  -0.78  -0.70  -1.40
H  0.94  -0.48  -0.95
H  -0.05  0.84  -1.78

Properties
ΔE to the lowest compared entry with this formula, charge and spin ... 77.631 eV
Charge ... 0
Multiplicity ... 1
HOMO energy ... -8.02 eV
Kohn-Sham gap ... 7.7 eV

---

# 4
C35H55N7O5S2Si2Ti | ωB97M-V/def2-TZVPD

Positions of all 107 atoms, in Å:
Ti  -0.42  0.83  -0.22
S  1.09  0.19  -2.07
C  1.55  1.86  -2.35
N  2.48  2.10  -3.25
N  2.64  3.48  -3.50
C  3.50  4.20  -2.71
C  3.38  5.60  -2.64
C  4.28  6.34  -1.91
C  5.32  5.72  -1.25
C  5.44  4.33  -1.30
C  4.55  3.58  -2.03
N  0.93  2.87  -1.76
N  -0.06  2.68  -0.88
C  -0.48  3.84  -0.31
C  0.45  4.86  0.01
C  0.05  6.00  0.66
C  -1.29  6.20  0.99
C  -2.22  5.24  0.62
C  -1.84  4.08  -0.03
H  1.74  3.94  -3.62
H  2.55  6.08  -3.15
H  4.15  7.41  -1.84
H  6.02  6.30  -0.66
H  6.23  3.84  -0.75
H  4.61  2.51  -2.07
H  1.49  4.68  -0.23
H  0.78  6.76  0.92
H  -1.62  7.11  1.48
H  -3.28  5.39  0.84
H  -2.57  3.34  -0.33
C  2.15  -3.81  1.04
C  1.89  -2.69  0.02
C  1.99  -3.22  -1.42
C  2.97  -1.62  0.18
O  0.62  -2.11  0.25
Si  -0.82  -2.89  0.39
S  -2.31  -1.49  0.43
O  -0.82  -3.91  -0.91
C  -1.67  -4.93  -1.33
C  -1.66  -4.91  -2.87
C  -1.13  -6.27  -0.81
C  -3.11  -4.74  -0.84
O  -0.85  -4.02  1.62
C  -1.38  -4.02  2.92
C  -0.98  -2.77  3.70
C  -2.92  -4.09  2.87
C  -0.84  -5.27  3.63
H  3.18  -4.15  0.97
H  1.46  -4.64  0.88
H  1.97  -3.41  2.04
H  2.98  -3.63  -1.60
H  1.80  -2.39  -2.10
H  1.24  -3.98  -1.60
H  3.93  -2.04  -0.12
H  3.04  -1.28  1.21
H  2.74  -0.77  -0.46
H  -0.64  -4.99  -3.23
H  -2.05  -3.95  -3.21
H  -2.26  -5.72  -3.28
H  -0.13  -6.44  -1.20
H  -1.78  -7.10  -1.11
H  -1.08  -6.22  0.27
H  -3.44  -3.74  -1.06
H  -3.14  -4.87  0.24
H  -3.76  -5.47  -1.31
H  -1.36  -1.89  3.19
H  0.10  -2.68  3.73
H  -1.37  -2.82  4.71
H  -3.28  -3.29  2.23
H  -3.33  -3.99  3.87
H  -3.24  -5.05  2.45
H  0.24  -5.20  3.74
H  -1.07  -6.16  3.03
H  -1.29  -5.38  4.61
O  2.92  2.40  0.34
C  2.47  1.66  1.18
C  3.20  1.36  2.52
C  2.24  0.44  3.25
C  1.05  0.33  2.27
O  0.02  -0.26  2.54
N  1.28  1.01  1.14
H  3.38  2.30  3.05
H  4.16  0.90  2.30
H  1.88  0.84  4.21
H  2.65  -0.55  3.44
N  -2.11  2.89  3.02
C  -3.23  2.22  2.60
C  -2.84  1.44  1.56
N  -1.51  1.61  1.31
C  -1.08  2.50  2.21
H  -2.06  3.56  3.76
H  -4.18  2.36  3.07
H  -3.42  0.74  0.98
H  -0.08  2.87  2.31
C  -4.03  1.04  -1.96
Si  -2.09  0.87  -2.22
C  -1.81  2.33  -3.50
C  -2.10  -0.60  -3.50
H  -4.55  1.07  -2.92
H  -4.32  1.94  -1.41
H  -4.39  0.18  -1.40
H  -2.52  2.29  -4.32
H  -0.81  2.26  -3.92
H  -1.89  3.31  -3.04
H  -2.88  -0.45  -4.25
H  -2.29  -1.55  -3.00
H  -1.15  -0.67  -4.01

Properties
ΔE to the lowest compared entry with this formula, charge and spin ... 1.751 eV
Charge ... -2
Multiplicity ... 3
HOMO energy (spin up / spin down) ... -0.99 / -1.21 eV
Kohn-Sham gap (spin up / spin down) ... 4.9 / 5.1 eV

---

# 5
C9H11N3O2Tm | ωB97M-V/def2-TZVPD

Positions of all 26 atoms, in Å:
N  3.36  0.03  1.83
C  2.80  -0.35  0.80
C  1.64  -0.57  -0.35
N  2.06  -0.05  -1.70
C  0.16  -0.12  0.12
C  -0.04  -0.66  1.64
N  -0.23  -1.29  2.65
C  -0.16  1.47  0.13
C  1.09  2.46  0.05
O  1.57  3.18  1.03
C  -0.89  -0.94  -0.84
C  -2.48  -0.55  -0.28
C  -3.13  -1.65  0.83
O  -3.58  -1.51  -0.70
H  1.60  -1.73  -0.47
H  1.20  0.41  -2.07
H  2.24  -0.86  -2.31
H  -0.70  1.69  1.13
H  -0.93  1.77  -0.69
H  1.60  2.59  -1.01
H  -0.84  -0.58  -1.93
H  -0.80  -2.08  -0.71
H  -2.74  0.62  -0.12
H  -3.71  -0.99  1.56
H  -2.57  -2.62  1.07
Tm  3.47  2.33  0.33

Properties
Charge ... +3
Multiplicity ... 3
HOMO energy (spin up / spin down) ... -21.49 / -20.03 eV
Kohn-Sham gap (spin up / spin down) ... 8.5 / 5.1 eV

---

# 6
C23H46GeILiN3Si4 | ωB97M-V/def2-TZVPD

Positions of all 79 atoms, in Å:
Li  -0.25  0.61  -0.64
C  2.47  3.05  -1.24
C  1.95  2.74  0.14
C  2.47  3.37  1.25
C  1.94  3.03  2.50
C  0.93  2.11  2.60
C  0.40  1.50  1.42
N  0.97  1.83  0.22
N  -0.59  0.59  1.36
Si  -1.88  0.44  2.48
C  -3.08  1.88  2.29
C  -1.48  0.35  4.31
C  -2.82  -1.16  2.09
H  3.55  3.21  -1.23
H  2.00  3.97  -1.62
H  2.23  2.24  -1.93
H  3.27  4.09  1.15
H  2.34  3.49  3.40
H  0.53  1.82  3.56
H  -2.71  2.77  2.81
H  -4.07  1.64  2.70
H  -3.21  2.14  1.23
H  -1.15  1.31  4.72
H  -0.69  -0.39  4.52
H  -2.37  0.05  4.86
H  -2.36  -1.72  1.27
H  -3.86  -0.96  1.83
H  -2.84  -1.82  2.96
I  -0.29  1.51  -3.99
C  -2.03  0.78  -3.09
C  -3.20  0.69  -3.82
C  -4.32  0.19  -3.18
C  -4.24  -0.18  -1.85
C  -3.03  -0.05  -1.21
N  -1.92  0.42  -1.81
H  -3.22  1.00  -4.86
H  -5.26  0.11  -3.73
H  -5.10  -0.57  -1.32
H  -2.90  -0.33  -0.17
C  -0.70  -2.63  -3.58
Si  -0.01  -3.37  -1.99
C  -1.46  -3.96  -0.96
C  1.02  -4.86  -2.47
Ge  1.26  -1.77  -0.74
Si  3.33  -1.23  -1.81
C  4.29  -0.01  -0.76
C  3.06  -0.52  -3.52
C  4.40  -2.76  -2.02
Si  1.77  -2.65  1.42
C  2.65  -4.30  1.23
C  2.89  -1.45  2.33
C  0.24  -2.93  2.46
H  -1.08  -3.42  -4.23
H  0.06  -2.08  -4.14
H  -1.52  -1.94  -3.36
H  -2.18  -4.51  -1.58
H  -1.99  -3.12  -0.49
H  -1.13  -4.63  -0.16
H  0.38  -5.58  -2.99
H  1.46  -5.35  -1.59
H  1.84  -4.59  -3.14
H  3.62  0.71  -0.27
H  5.00  0.55  -1.37
H  4.84  -0.53  0.03
H  2.59  0.47  -3.47
H  2.42  -1.17  -4.13
H  4.02  -0.41  -4.04
H  4.66  -3.20  -1.06
H  5.32  -2.48  -2.53
H  3.90  -3.53  -2.62
H  3.56  -4.21  0.63
H  2.01  -5.04  0.76
H  2.93  -4.67  2.22
H  3.88  -1.39  1.87
H  3.01  -1.76  3.37
H  2.46  -0.44  2.32
H  -0.42  -3.66  2.00
H  -0.31  -1.99  2.57
H  0.52  -3.29  3.45

Properties
ΔE to the lowest compared entry with this formula, charge and spin ... 0.000 eV
Charge ... 0
Multiplicity ... 2
HOMO energy (spin up / spin down) ... -6.94 / -6.96 eV
Kohn-Sham gap (spin up / spin down) ... 7.1 / 5.8 eV

---

Question: What is the formula in the first record?
Answer: C3H4N2S

---

Question: Which of these has the lowest charge?
Answer: C35H55N7O5S2Si2Ti